{"formula": "C5H9NO2", "method": "ωB97M-V with the def2-TZVPD basis set", "symbols": ["H", "C", "H", "H", "H", "H", "N", "C", "C", "H", "O", "H", "H", "C", "O", "H", "C"], "xyz": [[2.06127, 0.76536, -0.67225], [0.51403, -0.26859, 1.62416], [2.01314, -1.01948, -0.73591], [1.07677, -0.05154, -1.85904], [-0.12657, 2.03255, -1.27979], [1.44423, 0.24390, 1.88493], [-1.05714, 0.40698, -0.23357], [1.41136, -0.10550, -0.81787], [-0.92235, -1.38527, -0.42764], [-0.30062, -2.02876, -1.06259], [-1.94459, 2.50796, -0.54205], [-0.25569, 0.15390, 2.28111], [-1.85985, 0.33602, 0.39513], [-1.03890, 1.73642, -0.74904], [-1.88649, -1.87392, 0.14064], [0.61455, -1.33152, 1.89705], [0.25686, -0.11854, 0.15674]], "forces_ev_per_a": [[0.05, -0.16, 0.08], [0.53, 0.34, 0.51], [-0.11, 0.16, 0.25], [-0.15, -0.06, 0.11], [0.06, -0.25, -0.14], [0.06, -0.09, 0.18], [0.38, 5.03, -1.85], [-0.55, 0.50, -0.15], [2.58, -2.44, 3.04], [-0.43, 0.68, -1.59], [0.34, -0.33, -0.44], [-0.02, -0.06, -0.37], [0.53, -0.36, 0.17], [-1.12, 0.24, 0.87], [0.94, 1.18, -0.57], [0.06, 0.31, -0.07], [-3.16, -4.69, -0.01]], "lowdin_charge": [0.0828, -0.0407, 0.0903, 0.0835, 0.1350, 0.0756, 0.0155, -0.0614, -0.2283, 0.1273, 0.0654, 0.0872, 0.1557, -0.2547, 0.0087, 0.0907, -0.4325], "smiles": "CC1(C)[C@@H]([O-])[N@@H+]1C=O", "de_lowest_ev": 4.055, "total_energy_ev": -10912.52113, "e_homo_ev": -7.94}

---

{"formula": "C6H13NO", "method": "ωB97M-V with the def2-TZVPD basis set", "symbols": ["C", "H", "H", "H", "O", "H", "C", "C", "H", "H", "H", "H", "C", "H", "C", "H", "N", "H", "C", "H", "H"], "xyz": [[0.19812, -0.25951, 2.07569], [-0.97306, 1.37616, 0.06766], [0.87058, -2.78808, -0.12794], [-1.63434, 0.33419, -1.05635], [-0.55999, 3.44419, -3.09753], [1.74436, -2.25036, 1.32373], [-0.65369, 0.74554, -0.79574], [-0.82732, 2.75761, -2.14416], [0.40681, -0.93166, -1.28841], [0.41016, 1.26371, -2.55697], [-0.62404, 0.00000, 2.74361], [0.19481, -3.09600, 1.58646], [-0.05468, -1.14629, 0.83220], [-1.12702, -1.34331, 0.72420], [0.75618, -2.45972, 0.89955], [0.85915, -0.83311, 2.75035], [-0.06237, 1.66735, -1.75802], [1.35014, 0.11246, -0.24598], [0.36483, -0.30232, -0.40725], [0.81921, 0.58777, 1.79472], [-1.45783, 3.12139, -1.31982]], "forces_ev_per_a": [[0.94, -1.15, 0.81], [0.65, -0.29, -0.17], [-0.07, -0.83, 0.15], [0.31, -0.50, -0.70], [-0.58, -0.16, -0.58], [-0.11, -0.14, -0.13], [-0.14, 1.30, 1.54], [2.07, 0.63, 1.04], [0.37, -0.52, -0.21], [0.17, -0.15, 0.09], [-0.27, 0.28, -0.59], [0.39, -0.56, -0.39], [0.37, 1.21, -0.42], [0.12, -0.26, 0.06], [-0.65, 1.38, 0.27], [-0.16, 0.14, -0.12], [-1.52, 0.02, -0.76], [0.23, 0.32, 0.00], [-1.11, -0.92, 0.12], [-0.38, 0.42, 0.13], [-0.63, -0.23, -0.15]], "lowdin_charge": [-0.0783, 0.1234, 0.0677, 0.1221, 0.0297, 0.0782, -0.2363, -0.3596, 0.1058, 0.1364, 0.0732, 0.0810, -0.4097, 0.1276, -0.0723, 0.0696, 0.0173, 0.1168, -0.1973, 0.0729, 0.1319], "smiles": "CC(C)CCNC=O", "de_lowest_ev": 1.061, "total_energy_ev": -9970.11375, "e_homo_ev": -9.79}

---

{"formula": "C2H6O2", "method": "ωB97M-V with the def2-TZVPD basis set", "symbols": ["H", "H", "C", "H", "H", "O", "H", "C", "H", "O"], "xyz": [[0.62806, 0.74738, -1.95432], [-0.37411, -1.47264, -2.03233], [-0.58528, 0.38737, 0.68549], [-1.29530, -0.44053, 0.98579], [-1.23681, 1.22296, 0.29035], [1.08869, 0.32748, -1.21572], [1.03602, -1.29323, 0.32205], [0.17286, -0.41910, -0.43867], [-0.07534, 0.64430, 1.62697], [-0.71419, -1.10788, -1.21140]], "forces_ev_per_a": [[-0.20, 0.03, 0.22], [0.65, 0.08, 0.22], [-1.79, -1.83, -0.89], [0.31, 1.06, 0.01], [0.96, -0.77, 0.31], [-0.11, -0.34, 0.23], [-2.47, 2.41, -2.38], [3.53, -0.76, 3.06], [0.40, 0.07, -0.95], [-1.29, 0.04, 0.17]], "lowdin_charge": [0.0943, 0.1091, -0.0523, 0.0816, 0.0895, -0.0405, 0.2087, -0.5565, 0.0713, -0.0053], "de_lowest_ev": 1.574, "total_energy_ev": -6264.68094, "e_homo_ev": -9.80}

---

no.,HOMO-LUMO gap (eV)
1,8.5
2,10.7
3,10.5